C4H7NO2P | ωB97M-V with the def2-TZVPD basis set

As for the spin multiplicity: 3. The charge is +1. The energy relative to the best compared isomer or geometry (same formula, charge and spin) comes out at 1.807 eV.

Element x y z (Å)
1 P 3.08472 -0.81033 -0.05529
2 O -0.77439 0.31978 -0.63029
3 O 4.16774 0.14750 0.00356
4 N 1.76689 0.02951 0.33219
5 C 1.21569 1.33517 0.42953
6 C -0.31882 -0.76377 -0.21310
7 C 0.08708 1.44787 -0.57392
8 C -0.79234 -2.07639 0.03742
9 H -0.50175 2.38357 -0.37314
10 H 0.38941 1.78354 -1.48351
11 H 2.08874 1.91131 0.15580
12 H -0.68083 -2.52986 -0.93295
13 H 0.72602 1.57239 1.34300
14 H -0.16298 -2.62330 0.71138
15 H -1.83635 -2.30767 0.33151



C49H40IN3O6P2SrTe | ωB97M-V with the def2-TZVPD basis set

The charge is -2. The energy relative to the best compared isomer or geometry (same formula, charge and spin) comes out at 0.000 eV.

Element x y z (Å)
1 I -0.28259 1.84892 4.18779
2 Te -0.29063 -2.98852 -2.83710
3 Sr -0.81080 1.21098 0.83454
4 P 1.53137 -1.70174 0.30120
5 P 2.24958 0.91876 -1.28099
6 O 1.15868 1.52951 -0.46172
7 O -3.10560 1.49114 1.22669
8 O 0.23537 -1.03168 0.69250
9 O -0.48927 3.59219 1.08402
10 O -6.09159 -2.34102 3.81882
11 O 0.11601 5.41327 -0.08735
12 N -6.42521 0.53851 0.35943
13 N -1.52180 2.55611 -1.30223
14 N -2.06134 -0.42501 2.89055
15 C -3.33009 1.10368 -4.75248
16 C -2.35345 0.71797 -2.58464
17 C 5.02862 -0.91577 2.36410
18 C 6.24953 2.63617 0.14576
19 C 2.51557 -4.20292 -0.12758
20 C -5.22778 2.54467 -0.27105
21 C -1.23904 -1.01052 3.85880
22 C 0.36705 -0.71591 5.65271
23 C -2.50640 2.98106 -3.47797
24 C 1.38552 -3.36452 -0.06643
25 C -0.40901 -0.19068 4.63232
26 C -5.32225 1.23426 0.45114
27 C 2.04002 1.33633 -3.02688
28 C 0.62178 1.11040 -4.96142
29 C -5.71336 -2.49765 2.44239
30 C 2.26059 -0.86723 -1.18846
31 C -4.27689 -0.45995 1.86375
32 C 2.86076 2.20981 -3.73223
33 C 1.10176 -6.07102 -0.67998
34 C -2.92715 0.22594 -3.72233
35 C 3.84754 1.58978 -0.77295
36 C 0.36392 -2.08099 5.89886
37 C 2.55899 2.53566 -5.04827
38 C 5.04893 3.11099 0.65091
39 C -0.45402 4.32800 0.05738
40 C 6.25409 1.64213 -0.82665
41 C -1.55635 4.77152 -2.19272
42 C -0.39011 -2.91806 5.08919
43 C -1.17490 -2.38892 4.07922
44 C 2.41803 -5.52400 -0.46795
45 C 1.43828 1.99138 -5.65898
46 C 0.00742 -5.28519 -0.73111
47 C 3.34637 -1.57345 3.94262
48 C 4.64947 -1.17098 3.67022
49 C 2.80010 -1.46056 1.59251
50 C -5.49104 -1.18577 1.74277
51 C -3.12202 2.45049 -4.63467
52 C -1.22330 3.82525 -1.18705
53 C -4.15524 0.78242 1.18606
54 C 4.10739 -1.06631 1.33370
55 C -2.20565 4.35527 -3.31091
56 C -6.50198 -0.65882 0.98722
57 C 3.84473 2.59025 0.19264
58 C -3.23099 -0.93269 2.73275
59 C 5.05467 1.12130 -1.28604
60 C 0.09103 -3.81065 -0.67687
61 C -2.13346 2.10684 -2.43612
62 C 2.43000 -1.71999 2.91276
63 C 0.92332 0.77697 -3.65108
64 H 0.30564 0.04414 -3.13622
65 H -0.24718 0.66701 -5.43114
66 H 7.18716 3.03952 0.50897
67 H 3.19607 3.22301 -5.59183
68 H -4.77712 2.39975 -1.25763
69 H 0.99691 -0.05751 6.23626
70 H 3.23583 -1.30135 -1.42021
71 H -6.22401 2.96348 -0.40670
72 H -3.02630 -0.84741 -3.82867
73 H 4.42594 -0.86603 0.32086
74 H 5.36328 -1.05797 4.47791
75 H 7.19205 1.27184 -1.22187
76 H -3.50528 -1.78907 3.36158
77 H -4.82794 -3.13641 2.37054
78 H 5.05593 0.34038 -2.03931
79 H 0.98917 -7.14490 -0.79890
80 H 5.04385 3.88603 1.40661
81 H -3.78600 0.70132 -5.64916
82 H 6.03950 -0.59797 2.13681
83 H 1.20337 2.24957 -6.68490
84 H 1.41572 -2.03614 3.12347
85 H -0.96847 -5.72287 -0.91145
86 H -5.59233 -1.59767 4.17169
87 H 3.04215 -1.77498 4.96066
88 H 3.72129 2.65901 -3.25110
89 H -2.47987 5.05446 -4.09456
90 H -7.43176 -1.20415 0.86419
91 H 2.89664 2.94821 0.57749
92 H -1.71795 -3.04980 3.41578
93 H -2.00622 0.01897 -1.83102
94 H -0.35099 -3.99124 5.22677
95 H 1.55939 -1.24131 -1.96400
96 H 3.48672 -3.79757 0.15344
97 H -4.58387 3.23484 0.27306
98 H 0.98365 -2.48868 6.68760
99 H -3.40917 3.12930 -5.43080
100 H 3.29070 -6.16537 -0.47374
101 H -0.77741 -3.34878 -0.22484
102 H -6.53840 -3.02906 1.96910
103 H -1.26382 5.79801 -2.02779



C47H31Cl8F5HgIN2OP2S | ωB97M-V with the def2-TZVPD basis set

As for the spin multiplicity: 2. The charge is -2. The energy relative to the best compared isomer or geometry (same formula, charge and spin) comes out at 0.000 eV.

Element x y z (Å)
1 Hg -0.19933 -0.98690 1.78854
2 I 0.34210 2.65650 1.95831
3 Cl -5.82261 -3.64043 1.25058
4 Cl -0.94792 -4.34239 -3.44684
5 Cl -1.70388 -5.74287 -0.49772
6 Cl -7.06248 -4.40880 4.02547
7 Cl -5.60568 -3.52230 6.64379
8 Cl 1.15608 -5.55915 -1.04237
9 Cl -3.11797 -2.05194 1.13821
10 Cl -2.89241 -1.96224 6.49176
11 S 1.57058 -2.93663 2.33080
12 P 1.66649 0.17734 -0.54241
13 P -2.13281 0.70515 -0.81577
14 F 6.46849 -3.68307 3.43092
15 F 4.68583 0.53590 4.48580
16 F 2.30752 -0.21548 3.54349
17 F 6.80035 -1.19244 4.46646
18 F 4.09465 -4.46496 2.47815
19 O -1.97720 -1.49197 3.74014
20 N -0.00662 2.08962 -1.94615
21 N -0.42487 -2.31082 -0.28092
22 C 3.90725 -3.44006 -2.38629
23 C -3.15465 -1.06973 -2.66988
24 C 4.19360 -3.22846 2.97788
25 C 4.03318 1.50326 -1.46955
26 C 2.25358 -1.71186 -2.66923
27 C 2.09562 5.08827 -2.40634
28 C -3.91657 1.36299 1.15667
29 C -3.81508 -2.50172 2.65100
30 C -3.64699 4.11254 1.00220
31 C -4.50500 3.55691 1.93851
32 C 5.26521 2.10950 -1.27984
33 C 2.48263 -1.25519 -1.37570
34 C -0.36488 -4.76270 -0.96312
35 C -0.38235 -3.44319 -0.52939
36 C 2.96736 -2.79518 -3.16985
37 C 3.76831 1.29913 0.90230
38 C 0.85323 0.91624 -2.06132
39 C 4.12932 -3.00615 -1.08505
40 C 1.57410 3.91362 -1.89150
41 C -5.00813 -3.19551 2.70946
42 C -1.39950 1.76059 -2.17576
43 C -4.04291 -1.56756 -3.60911
44 C -4.90438 -3.13932 5.10646
45 C 0.48007 3.29240 -2.49887
46 C 3.30329 -1.11007 3.50652
47 C -4.73016 0.64074 -2.06888
48 C 3.25834 1.11001 -0.37955
49 C 4.52922 -0.70512 3.99770
50 C -3.70476 -2.45240 5.04608
51 C 5.42351 -2.83857 3.46587
52 C -2.92709 3.29702 0.13779
53 C 1.53368 5.67428 -3.53396
54 C -0.42259 0.87884 2.87742
55 C 0.44139 5.06928 -4.13754
56 C 3.42343 -1.92699 -0.58859
57 C -5.57043 -3.53222 3.94292
58 C 3.07050 -2.38407 2.97552
59 C 5.00778 1.89531 1.09735
60 C 5.75463 2.31059 0.00534
61 C -5.27784 -0.95769 -3.78684
62 C 5.60360 -1.57102 3.98762
63 C -0.08392 3.88852 -3.62939
64 C -4.63371 2.17577 2.01945
65 C -3.06928 1.91519 0.19250
66 C -3.07005 -2.10180 3.80805
67 C -3.48481 0.04384 -1.89304
68 C -5.62007 0.14094 -3.01265
69 H -5.05448 4.19347 2.62132
70 H -2.19485 -1.55867 -2.52730
71 H 4.83593 -3.52649 -0.44927
72 H 4.43733 -4.30112 -2.77461
73 H 2.93745 5.55649 -1.91011
74 H 1.93973 6.59586 -3.93264
75 H -3.51926 5.18699 0.94797
76 H 1.99544 3.46438 -1.00100
77 H 0.05752 0.82533 3.84716
78 H 6.71673 2.78687 0.15320
79 H 5.38601 2.03333 2.10340
80 H 3.18072 0.98752 1.75610
81 H 3.68162 1.33068 -2.47983
82 H 2.75118 -3.15438 -4.16730
83 H -4.00077 0.28294 1.23400
84 H -0.92285 3.42260 -4.12956
85 H -1.99409 2.66748 -2.27842
86 H 3.59168 -1.60215 0.43227
87 H -6.58399 0.61838 -3.14616
88 H 5.85728 2.41219 -2.13570
89 H -5.28160 1.72879 2.76324
90 H -0.00075 5.51092 -5.02287
91 H -5.97477 -1.34122 -4.52228
92 H -1.47986 1.07785 3.01660
93 H -1.52351 1.16752 -3.09195
94 H 0.22896 0.08997 -2.41622
95 H -3.77128 -2.43590 -4.19655
96 H 1.49745 -1.26598 -3.29949
97 H -5.01168 1.49412 -1.46554
98 H -2.23019 3.75311 -0.55529
99 H 1.63289 1.08785 -2.80681



no.,molecular weight (g mol⁻¹)
1,132.1
2,1170.9
3,1439.9